Below is a cluster of 5 separate species, C26H46N4O6S in total in a non-equilibrium geometry, with properties calculated with ωB97M-V with the def2-TZVPD basis set.

**Gap between HOMO and LUMO**: 9.06 eV
**Relative energy (zero: lowest compared OMol25 entry of this formula, charge and spin)**: 0.0 kJ/mol
**Charge**: 0
**LUMO energy**: 0.65 eV
**Largest force on an atom**: 4.5 eV Å⁻¹
**Structure (SMILES)**: CCSC[C@@]1(COCOCCO)COC(=O)O1.CCCC#N.CCCC#N.CCCC#N.CCCC#N
**Calculated total energy**: -56786.6023 eV
**HOMO**: -8.409 eV

Each line ends with the Löwdin charge.
Atoms and positions in Å:
C  2.413139  -1.759217  2.506620  -0.1870
C  1.410468  -0.704369  1.987981  -0.5269
S  -0.289251  -1.300916  2.333373  0.8897
C  -1.236931  -0.777699  0.858764  -0.3492
C  -2.391096  0.189191  1.158513  -0.4303
C  -3.735820  -0.279041  0.554784  -0.1032
O  -4.382293  -1.153369  1.465241  -0.0604
C  -5.742157  -0.949170  1.594482  -0.2602
O  -6.467760  -1.776052  0.714984  -0.0776
C  -7.730234  -2.125982  1.222767  -0.2013
C  -8.596540  -0.960860  1.666509  -0.2477
O  -8.377412  -0.628795  3.025689  -0.0661
C  -2.602707  0.658378  2.564429  -0.0683
O  -3.231055  1.953554  2.281580  0.0688
C  -2.490657  2.421336  1.260439  -0.6152
O  -2.154832  3.506937  1.104632  0.2137
O  -2.125723  1.411580  0.415277  0.0774
H  2.542049  -1.629013  3.578247  0.0651
H  2.034974  -2.747806  2.325733  0.0102
H  3.370681  -1.614826  2.016049  0.0678
H  1.486810  -0.590617  0.911921  0.0515
H  1.614246  0.234849  2.485389  0.0432
H  -0.544694  -0.226127  0.233642  0.0816
H  -1.548037  -1.662261  0.314476  0.0800
H  -3.539233  -0.834028  -0.363606  0.1393
H  -4.320359  0.599536  0.294645  0.1375
H  -6.002618  -1.140481  2.635778  0.1366
H  -6.034082  0.087462  1.399901  0.1401
H  -7.689399  -2.860433  2.032671  0.1351
H  -8.261693  -2.593051  0.400246  0.1240
H  -8.512509  -0.102414  0.999366  0.1244
H  -9.632768  -1.301309  1.574134  0.1178
H  -9.135699  -0.154381  3.372186  0.0875
H  -1.671032  0.938612  3.047471  0.1140
H  -3.180151  0.025952  3.215645  0.1418
C  3.025966  5.109267  2.028699  -0.1162
C  1.969209  4.522180  1.101665  -0.2570
C  1.716815  3.032344  1.351966  -0.1857
C  2.947216  2.254123  1.131951  -0.2578
N  3.902125  1.664232  0.955526  0.1549
H  3.998779  4.633401  1.881296  0.0707
H  3.149401  6.171465  1.832591  0.0249
H  2.740623  4.986494  3.076158  0.0786
H  2.278148  4.670702  0.064408  0.1006
H  1.032775  5.065317  1.235853  0.1130
H  0.943999  2.659725  0.677825  0.1132
H  1.377365  2.868729  2.375988  0.1192
C  0.967963  -1.963538  -3.200227  -0.1048
C  2.449930  -2.206868  -2.942789  -0.2521
C  2.708428  -3.497706  -2.158629  -0.1760
C  2.050339  -3.451091  -0.846539  -0.1986
N  1.541889  -3.414267  0.168996  0.1890
H  0.414675  -1.835309  -2.267200  0.0602
H  0.825987  -1.056977  -3.789402  0.0733
H  0.527266  -2.797592  -3.749008  0.0542
H  2.865407  -1.354193  -2.400597  0.1102
H  2.977362  -2.266953  -3.896261  0.1092
H  3.778464  -3.641496  -2.006873  0.1183
H  2.325370  -4.358771  -2.708671  0.0964
C  5.960259  9.071378  -1.322524  -0.1106
C  5.984517  7.551615  -1.201789  -0.2614
C  4.620189  6.909916  -1.473944  -0.1774
C  3.620028  7.390503  -0.511025  -0.2337
N  2.853412  7.754508  0.243546  0.1705
H  5.290744  9.520231  -0.587389  0.0713
H  6.955152  9.482513  -1.150759  0.0720
H  5.633516  9.381032  -2.317332  0.0766
H  6.324714  7.276435  -0.201526  0.1120
H  6.710161  7.146460  -1.909375  0.1078
H  4.688463  5.824557  -1.390257  0.1161
H  4.278023  7.149534  -2.481530  0.1205
C  0.498824  -8.980017  -2.995340  -0.1106
C  0.399295  -7.965663  -1.861124  -0.2614
C  -0.561976  -6.814055  -2.172814  -0.1797
C  -0.114641  -6.071672  -3.359827  -0.2357
N  0.240327  -5.493410  -4.271109  0.1585
H  0.895796  -8.525983  -3.904584  0.0704
H  1.168227  -9.794922  -2.719354  0.0722
H  -0.478653  -9.408646  -3.225423  0.0769
H  1.392955  -7.565267  -1.649364  0.1088
H  0.058751  -8.471014  -0.955869  0.1090
H  -0.611422  -6.122982  -1.330709  0.1162
H  -1.567758  -7.193460  -2.357232  0.1204

Cartesian forces (eV/Å) of the 2 atoms listed first:
-0.411 0.855 0.146
0.030 -0.910 0.205

Below is a cluster of 2 separate species, CN5O2 in total in a non-equilibrium geometry, with properties calculated with ωB97M-V with the def2-TZVPD basis set.

**Gap between HOMO and LUMO (alpha / beta)**: 6.59 / 8.43 eV
**Relative energy (zero: lowest compared OMol25 entry of this formula, charge and spin)**: 694.0 kJ/mol
**Charge**: -1
**LUMO energy (alpha / beta)**: 1.50 / 3.01 eV
**Largest force on an atom**: 3.9 eV Å⁻¹
**Calculated total energy**: -12576.3103 eV
**HOMO (alpha / beta)**: -5.086 / -5.417 eV

Each line ends with the Löwdin charge.
Atoms and positions in Å:
C  0.220183  0.512712  -0.246204  -0.2189
N  0.392771  1.627282  -1.885081  -0.1464
N  0.801934  1.595739  -0.675817  -0.0902
N  -0.709489  -0.042259  -1.012450  -0.0793
N  -0.591006  0.668721  -2.087765  -0.1299
N  0.060249  -1.140526  1.749077  -0.2395
O  -0.446848  -2.025804  1.140568  -0.0052
O  0.272206  -1.195865  3.017672  -0.0907

Cartesian forces (eV/Å) of the 2 atoms listed first:
-1.224 -1.211 1.336
-2.366 0.283 -3.115

Below is a cluster of 2 separate species, C5H12O3 in total in a non-equilibrium geometry, with properties calculated with ωB97M-V with the def2-TZVPD basis set.

**Gap between HOMO and LUMO (alpha / beta)**: 2.73 / 9.09 eV
**Relative energy (zero: lowest compared OMol25 entry of this formula, charge and spin)**: 58.9 kJ/mol
**Charge**: -1
**Spin multiplicity**: 2
**LUMO energy (alpha / beta)**: 3.90 / 3.87 eV
**Largest force on an atom**: 4.0 eV Å⁻¹
**Calculated total energy**: -11520.8484 eV
**HOMO (alpha / beta)**: 1.164 / -5.224 eV

Each line ends with the Mulliken spin population.
Atoms and positions in Å:
O  1.220070  -0.597700  1.679380  0.2111
C  0.777065  0.435280  1.195346  0.3658
O  0.286952  1.470438  1.961806  0.1416
C  0.720045  0.805284  -0.282681  0.5520
C  -0.601679  1.318317  -0.754189  0.3623
C  -1.682715  0.289738  -1.005296  -0.0476
C  -1.733250  -0.275849  -2.458413  -0.0077
H  -0.073399  1.135872  2.791860  -0.0017
H  0.977589  -0.124166  -0.796091  0.0434
H  1.536580  1.503800  -0.596422  -0.4583
H  -0.968083  2.098049  -0.060472  -0.0307
H  -0.549958  1.891666  -1.685255  -0.1845
H  -1.794105  -0.615649  -0.394581  0.0144
H  -2.609960  0.852825  -0.756283  0.0071
H  -2.704843  -0.092797  -2.918339  0.0009
H  -1.735199  -1.365502  -2.407165  -0.0002
H  -0.881642  0.103608  -3.034541  0.0154
H  1.499725  -2.013264  0.350736  0.0081
H  0.834855  -3.393705  0.591886  -0.0099
O  1.122386  -2.808750  -0.085408  0.0184

Cartesian forces (eV/Å) of the 2 atoms listed first:
1.134 -2.106 1.174
-1.327 2.268 -2.992

Below is a structure of composition C24H29N6S4Sr in a non-equilibrium geometry, with properties calculated with ωB97M-V with the def2-TZVPD basis set.

**Gap between HOMO and LUMO**: 7.39 eV
**Relative energy (zero: lowest compared OMol25 entry of this formula, charge and spin)**: 121.7 kJ/mol
**Charge**: +1
**LUMO energy**: -2.46 eV
**Largest force on an atom**: 2.0 eV Å⁻¹
**Calculated total energy**: -78473.5644 eV
**HOMO**: -9.849 eV

Each line ends with the Löwdin charge.
Atoms and positions in Å:
Sr  0.293621  0.623989  -0.227815  1.0886
C  -0.585894  1.288322  4.559022  -0.0337
C  -0.354432  0.729701  3.188715  -0.3023
N  0.180459  1.432792  2.243348  -0.0778
N  0.442975  2.716079  2.599718  -0.0363
C  1.062829  3.463956  1.698249  -0.8960
N  1.294987  4.724843  2.109628  0.0708
S  1.622107  3.069257  0.108713  0.4765
C  -0.696767  -0.679721  2.892961  -0.2535
C  -1.638910  -1.352670  3.670031  -0.0074
C  -1.936238  -2.675946  3.392109  -0.0388
C  -1.271987  -3.305584  2.353601  -0.0474
C  -0.371087  -2.558506  1.615111  -0.1670
N  -0.085559  -1.278178  1.849886  0.0269
H  0.290571  1.860888  4.858014  0.0793
H  -0.775418  0.509767  5.292968  0.0698
H  -1.418612  1.995464  4.558381  0.0940
H  1.068232  4.979006  3.055789  0.1029
H  1.810836  5.351575  1.521024  0.0810
H  -2.140202  -0.840861  4.477638  0.1121
H  -2.668689  -3.206899  3.985770  0.1167
H  -1.442256  -4.345168  2.112990  0.1115
H  0.167371  -3.016820  0.793639  0.1066
C  -4.103145  -1.338715  -2.615167  -0.5317
C  -3.125063  -2.255103  -1.904270  -0.5156
S  -1.647247  -1.474117  -1.210898  0.8188
C  -2.377713  -0.150809  -0.187638  -0.5415
C  -2.375557  1.331149  -0.762295  -0.5229
S  -1.492099  1.662931  -2.326510  0.7827
C  -2.775927  2.166324  -3.493285  -0.5108
C  -3.908354  1.189957  -3.788684  -0.5300
S  -3.437891  -0.529953  -4.095616  0.8862
H  -4.467775  -0.568695  -1.935897  0.0602
H  -4.969749  -1.937148  -2.901025  0.0834
H  -2.723394  -3.004742  -2.587786  0.0813
H  -3.637964  -2.785267  -1.099974  0.0869
H  -1.924347  -0.204211  0.811272  0.0270
H  -3.415072  -0.432539  -0.018283  0.0844
H  -1.996325  2.050598  -0.024865  0.0635
H  -3.411836  1.617329  -0.930627  0.0813
H  -2.197609  2.367972  -4.396129  0.0806
H  -3.191822  3.117253  -3.157850  0.0880
H  -4.418758  1.552357  -4.682227  0.0786
H  -4.652317  1.204464  -2.992741  0.0708
C  3.949381  -1.385910  2.463168  -0.0338
C  4.860704  -1.906557  1.562361  -0.0401
C  4.678978  -1.661274  0.212799  -0.0015
C  3.582966  -0.909893  -0.196339  -0.2077
N  2.675030  -0.445652  0.669737  0.0510
C  2.871577  -0.672767  1.967199  -0.1234
C  3.382891  -0.512246  -1.619614  -0.2029
C  4.277713  -0.858311  -2.625568  0.0040
C  4.102589  -0.343140  -3.898241  -0.0339
C  3.047124  0.520592  -4.132695  -0.0358
C  2.192296  0.797971  -3.081950  -0.1267
N  2.335646  0.286874  -1.857782  -0.0008
H  4.063140  -1.526408  3.528633  0.1127
H  5.710271  -2.483530  1.902308  0.1168
H  5.392894  -2.042573  -0.500933  0.1055
H  2.134684  -0.251518  2.636318  0.0928
H  5.115120  -1.507700  -2.422844  0.1073
H  4.793443  -0.600836  -4.689644  0.1184
H  2.883570  0.969809  -5.101530  0.1141
H  1.352012  1.468749  -3.224375  0.0865

Cartesian forces (eV/Å) of the 2 atoms listed first:
1.826 -0.475 0.626
-0.020 0.001 0.000